Formula: C15H21NO3
Source: the Open Molecules 2025 dataset
Level of theory: ωB97M-V/def2-TZVPD

Properties
E_tot in eV: -23526.398
SMILES: O=C1C[C@@H](CCO)[C@H](C[C@H]2CO2)N1.c1ccccc1
Relative energy (zero: lowest compared OMol25 entry of this formula, charge and spin) in kcal/mol: 85.1

```
! RIJCOSX wB97M-V def2-TZVPD def2/J DEFGRID3
* xyz 0 1
O 1.36 1.88 2.94
C 0.59 1.35 2.20
C -0.78 0.78 2.43
C -0.58 -0.66 1.87
C -1.96 -1.19 1.48
C -2.09 -2.72 1.55
O -2.63 -3.31 0.37
C 0.42 -0.40 0.72
C 1.69 -1.28 0.70
C 1.47 -2.69 1.26
C 2.63 -3.33 1.89
O 1.48 -2.76 2.65
N 0.83 1.03 0.86
H -1.17 0.86 3.44
H -1.39 1.30 1.70
H -0.18 -1.22 2.71
H -2.69 -0.75 2.15
H -2.21 -0.86 0.47
H -2.78 -2.98 2.35
H -1.13 -3.16 1.81
H -2.20 -2.90 -0.38
H -0.05 -0.51 -0.26
H 2.00 -1.42 -0.33
H 2.48 -0.84 1.31
H 0.79 -3.33 0.70
H 3.52 -2.76 2.06
H 2.60 -4.36 2.21
H 1.78 1.19 0.57
C 0.88 2.68 -4.35
C -0.26 3.36 -4.76
C -1.29 3.60 -3.86
C -1.18 3.16 -2.55
C -0.04 2.48 -2.14
C 0.99 2.24 -3.04
H 1.68 2.49 -5.05
H -0.35 3.70 -5.79
H -2.18 4.12 -4.19
H -1.98 3.35 -1.85
H 0.05 2.15 -1.11
H 1.88 1.71 -2.72
*
```